Formula: C14H72O29
Source: the OMol25 dataset
Level of theory: ωB97M-V/def2-TZVPD

As for the HOMO energy: -9.36 eV. The LUMO energy comes out at -0.64 eV.

Structure (ORCA input):
```
! wB97M-V def2-TZVPD RIJCOSX def2/J DEFGRID3
* xyz 0 1
O 26.078 12.256 4.366
H 26.231 12.406 3.420
H 25.234 11.789 4.512
O 27.964 10.312 4.230
H 27.944 9.732 4.977
H 27.440 11.096 4.405
O 23.698 6.601 9.530
H 24.112 6.567 10.412
H 22.841 6.243 9.652
O 27.641 7.359 5.050
H 28.088 7.901 5.702
H 26.719 7.476 5.294
O 25.638 5.228 8.385
H 25.343 4.314 8.313
H 24.870 5.742 8.644
O 25.132 5.757 5.905
H 25.198 5.715 6.859
H 24.660 6.551 5.769
O 27.146 6.293 10.341
H 26.710 7.027 10.727
H 26.521 5.796 9.909
O 27.158 10.724 10.414
H 27.692 11.187 9.863
H 27.710 9.950 10.402
O 25.085 13.618 7.009
H 25.137 13.274 7.902
H 25.349 12.936 6.402
O 27.979 4.795 6.255
H 27.736 5.593 5.901
H 28.095 4.938 7.173
O 23.492 11.517 5.001
H 23.868 11.180 5.825
H 23.052 12.348 5.230
O 29.214 9.073 6.426
H 29.477 9.145 7.326
H 29.874 9.564 6.005
O 25.924 8.189 11.715
H 25.704 9.090 11.788
H 25.081 7.761 11.869
O 28.389 4.322 9.038
H 28.216 5.189 9.449
H 27.630 3.727 9.069
O 25.081 12.361 9.455
H 24.877 13.019 10.101
H 25.658 11.759 9.856
C 20.595 6.393 7.554
C 21.850 6.253 6.773
O 21.506 6.377 5.466
O 20.870 6.180 8.940
H 19.902 5.671 7.174
H 20.139 7.364 7.468
H 22.292 5.257 6.992
H 22.596 7.006 7.099
H 21.356 7.250 5.267
H 20.419 5.333 9.193
C 28.833 12.746 7.282
C 30.300 13.134 7.697
O 30.971 13.494 6.502
O 28.095 12.588 8.504
H 28.842 11.843 6.726
H 28.283 13.487 6.694
H 30.740 12.224 8.066
H 30.350 13.971 8.423
H 30.585 14.189 5.995
H 27.939 13.436 8.896
C 30.771 9.908 9.947
C 30.459 11.254 10.731
O 30.037 10.888 11.984
O 29.538 9.467 9.437
H 31.395 9.197 10.481
H 31.368 10.199 9.103
H 29.760 11.772 10.082
H 31.360 11.826 10.762
H 29.693 9.967 11.890
H 29.712 8.637 9.030
C 30.857 6.452 7.800
C 32.436 6.671 7.839
O 33.049 6.266 6.618
O 30.165 6.827 8.968
H 30.679 5.423 7.668
H 30.359 6.835 6.939
H 32.893 6.182 8.730
H 32.600 7.713 7.957
H 33.105 5.336 6.599
H 30.581 6.399 9.717
C 26.090 9.824 7.161
C 26.062 8.672 8.137
O 27.274 8.002 8.148
O 24.946 10.594 7.183
H 26.219 9.400 6.222
H 26.940 10.470 7.446
H 25.332 7.963 7.724
H 25.964 9.054 9.162
H 27.273 7.310 8.813
H 24.845 10.869 8.084
C 24.486 8.119 3.467
C 25.530 8.998 2.964
O 25.459 8.935 1.523
O 24.528 8.138 4.859
H 24.569 7.104 3.104
H 23.544 8.529 3.096
H 26.504 8.639 3.326
H 25.304 10.018 3.316
H 24.656 9.312 1.237
H 23.959 8.859 5.094
C 21.869 11.250 8.405
C 22.369 9.850 8.227
O 23.088 9.317 9.327
O 21.377 11.543 7.174
H 22.710 11.837 8.689
H 21.193 11.337 9.149
H 22.866 9.625 7.228
H 21.533 9.198 8.100
H 23.263 8.354 9.310
H 20.530 11.138 7.183
*
```

Formula: C14H7ClIrNO6
Source: the OMol25 dataset
Level of theory: ωB97M-V/def2-TZVPD

As for the HOMO energy: -8.57 eV. The energy relative to the best compared isomer or geometry (same formula, charge and spin) is 0.0 kcal per mole. The LUMO energy comes out at -1.16 eV.

Structure (ORCA input):
```
! wB97M-V def2-TZVPD RIJCOSX def2/J DEFGRID3
* xyz 0 1
Ir 0.340 -0.123 0.597
O 1.880 -2.391 3.452
C 1.708 -1.659 2.518
O 0.761 -0.719 2.438
C 2.623 -1.653 1.308
C 3.896 -2.174 1.201
C 4.661 -1.812 0.095
C 4.184 -0.879 -0.821
C 2.899 -0.401 -0.647
N 2.150 -0.874 0.340
C 2.267 0.831 -1.256
O 2.725 1.397 -2.211
O 1.217 1.246 -0.559
H 4.277 -2.811 1.987
H 5.661 -2.209 -0.017
H 4.792 -0.491 -1.625
Cl -6.214 2.140 -1.750
C -4.773 1.651 -0.914
C -4.690 1.838 0.481
C -3.574 1.467 1.172
C -2.458 0.892 0.512
O -1.427 0.587 1.227
C -2.562 0.692 -0.891
C -1.557 0.049 -1.654
O -0.458 -0.400 -1.269
C -3.735 1.087 -1.585
H -5.529 2.284 1.000
H -3.501 1.610 2.241
H -1.767 -0.104 -2.716
H -3.796 0.931 -2.654
*
```

Formula: C14H7N2O9Pd
Source: the OMol25 dataset
Level of theory: ωB97M-V/def2-TZVPD

As for the HOMO energy (alpha / beta): -12.67 / -12.66 eV. The energy relative to the best compared isomer or geometry (same formula, charge and spin) is 0.6 kcal per mole. The LUMO energy (alpha / beta) comes out at -5.46 / -7.70 eV.

Structure (ORCA input):
```
! wB97M-V def2-TZVPD RIJCOSX def2/J DEFGRID3
* xyz 1 5
Pd 1.740 0.889 1.174
O -1.963 6.041 0.547
C -1.217 5.170 0.706
C -0.991 4.278 2.086
O -1.647 4.467 3.037
C 0.055 3.280 1.729
C 0.532 3.437 0.364
O 1.385 2.706 -0.135
C -0.105 4.573 -0.344
O 0.005 5.022 -1.422
O 0.485 2.430 2.498
O 1.900 -0.559 -0.449
C 0.641 -0.581 -0.542
O -0.037 0.146 0.266
C -0.051 -1.409 -1.548
C 0.687 -2.168 -2.452
C 0.035 -2.939 -3.400
C -1.352 -2.954 -3.450
C -2.058 -2.188 -2.540
C -1.439 -1.413 -1.584
N -3.537 -2.194 -2.591
O -4.121 -1.485 -1.798
O -4.061 -2.902 -3.421
H 1.767 -2.145 -2.404
H 0.603 -3.530 -4.105
H -1.889 -3.545 -4.178
H -2.025 -0.831 -0.889
C 2.893 -2.267 4.485
C 2.552 -1.282 3.475
N 2.281 -0.509 2.678
H 3.951 -2.511 4.408
H 2.300 -3.166 4.325
H 2.682 -1.862 5.473
*
```

Formula: C14H8BBrF4FeNO6
Source: the OMol25 dataset
Level of theory: ωB97M-V/def2-TZVPD

As for the HOMO energy (alpha / beta): -8.63 / -8.62 eV. The energy relative to the best compared isomer or geometry (same formula, charge and spin) is 0.0 kcal per mole. The LUMO energy (alpha / beta) comes out at -0.75 / -2.17 eV.

Structure (ORCA input):
```
! wB97M-V def2-TZVPD RIJCOSX def2/J DEFGRID3
* xyz 0 6
Fe 0.279 0.639 -0.021
Br -0.579 1.222 3.876
C -1.732 0.295 2.723
C -2.839 -0.301 3.304
C -3.731 -0.983 2.504
C -3.499 -1.036 1.144
C -2.381 -0.410 0.641
N -1.478 0.249 1.405
C -2.153 -0.417 -0.859
O -2.955 -0.944 -1.584
O -1.080 0.228 -1.214
H -2.983 -0.211 4.370
H -4.597 -1.464 2.940
H -4.153 -1.541 0.448
O 1.269 1.807 -1.365
C 1.909 0.786 -1.789
O 1.553 -0.336 -1.308
C 3.010 0.896 -2.745
C 3.485 2.153 -3.084
C 4.578 2.297 -3.939
C 5.140 1.140 -4.417
O 6.207 1.017 -5.250
C 6.385 -0.386 -5.479
O 5.414 -1.078 -4.695
C 4.661 -0.116 -4.079
C 3.596 -0.281 -3.244
H 2.993 3.020 -2.665
H 4.973 3.265 -4.214
H 7.387 -0.680 -5.169
H 6.229 -0.604 -6.536
H 3.217 -1.255 -2.971
F 2.770 0.785 2.946
B 2.297 0.798 1.683
F 1.492 -0.399 1.378
F 3.238 0.961 0.698
F 1.237 1.799 1.489
*
```

Formula: C14H8Br2F9N2O5STeW
Source: the OMol25 dataset
Level of theory: ωB97M-V/def2-TZVPD

As for the HOMO energy (alpha / beta): -11.64 / -11.72 eV. The LUMO energy (alpha / beta) comes out at -5.62 / -5.60 eV.

Structure (ORCA input):
```
! wB97M-V def2-TZVPD RIJCOSX def2/J DEFGRID3
* xyz 1 3
W -0.499 -1.070 0.803
Br 0.393 -0.558 2.984
C 1.692 2.251 1.206
Br 0.787 1.432 -0.192
H 2.724 2.489 1.018
H 1.102 2.580 2.042
O 1.996 -2.399 -4.445
C 0.797 -1.851 -4.626
O 0.338 -1.628 -5.708
C -0.004 -1.510 -3.408
C -1.269 -0.919 -3.485
N -1.697 -0.716 -2.230
N -0.793 -1.156 -1.341
C 0.233 -1.621 -2.043
C 1.411 -2.010 -1.207
O 2.438 -2.462 -1.621
O 1.147 -1.729 0.080
H 2.237 -2.486 -3.502
H -1.851 -0.646 -4.348
H -2.568 -0.317 -1.903
Te -1.256 -3.473 1.516
C -2.372 -4.141 -0.097
C -3.244 -3.468 -0.910
C -3.835 -4.313 -1.887
C -3.396 -5.600 -1.791
S -2.268 -5.793 -0.531
H -3.496 -2.421 -0.784
H -4.559 -3.985 -2.617
H -3.682 -6.446 -2.393
F -3.177 -0.900 3.125
C -3.489 0.357 2.831
F -4.782 0.551 3.085
F -2.786 1.160 3.621
C -3.189 0.642 1.312
O -2.127 -0.119 0.883
C -2.820 2.142 1.094
F -1.649 2.428 1.656
F -2.711 2.388 -0.215
F -3.757 2.932 1.607
C -4.429 0.253 0.450
F -4.071 0.179 -0.857
F -5.416 1.122 0.540
F -4.855 -0.959 0.796
*
```

Formula: C14H8Cl4N6O2Pd
Source: the OMol25 dataset
Level of theory: ωB97M-V/def2-TZVPD

As for the HOMO energy (alpha / beta): -15.25 / -15.25 eV. The energy relative to the best compared isomer or geometry (same formula, charge and spin) is 30.3 kcal per mole. The LUMO energy (alpha / beta) comes out at -8.94 / -8.95 eV.

Structure (ORCA input):
```
! wB97M-V def2-TZVPD RIJCOSX def2/J DEFGRID3
* xyz 2 1
Pd -0.900 -0.064 -1.034
Cl -3.563 3.447 4.326
C -3.225 2.416 3.043
C -4.230 1.330 2.740
Cl -5.577 1.240 3.721
C -4.070 0.438 1.726
Cl -5.173 -0.811 1.381
C -2.915 0.553 0.900
O -2.705 -0.203 -0.058
C -1.872 1.665 1.197
O -0.915 1.717 0.448
C -2.096 2.562 2.320
Cl -0.922 3.749 2.619
N 0.317 1.781 -3.381
C 1.243 1.019 -2.794
N 2.496 1.193 -3.144
C 3.403 0.425 -2.535
N 4.667 0.559 -2.882
N 3.125 -0.504 -1.567
C 1.875 -0.620 -1.279
N 0.864 0.080 -1.869
C 1.440 -1.583 -0.251
C 2.296 -2.451 0.390
C 1.768 -3.313 1.342
C 0.410 -3.278 1.616
C -0.391 -2.379 0.933
N 0.128 -1.553 0.023
H 0.622 2.449 -4.070
H -0.663 1.640 -3.262
H 4.924 1.219 -3.598
H 5.374 -0.001 -2.437
H 3.346 -2.438 0.135
H 2.412 -4.011 1.861
H -0.034 -3.944 2.343
H -1.458 -2.328 1.095
*
```

Formula: C14H8F2N2O2S
Source: the OMol25 dataset
Level of theory: ωB97M-V/def2-TZVPD

Its SMILES is O=C(F)N(C(=O)F)c1ccc2c(c1)Sc1ccccc1N2. As for the HOMO energy: -8.16 eV. The energy relative to the best compared isomer or geometry (same formula, charge and spin) is 0.0 kcal per mole. The LUMO energy comes out at 0.51 eV.

Structure (ORCA input):
```
! wB97M-V def2-TZVPD RIJCOSX def2/J DEFGRID3
* xyz 0 1
O 5.335 0.654 1.327
C 4.286 0.550 0.828
F 3.704 -0.612 0.661
N 3.492 1.667 0.351
C 3.943 1.903 -0.982
O 4.106 1.089 -1.813
F 4.190 3.161 -1.215
C 2.064 1.372 0.437
C 1.529 1.212 1.709
C 0.194 0.901 1.878
C -0.658 0.769 0.787
C -0.117 0.947 -0.484
C 1.228 1.239 -0.659
S -1.223 0.774 -1.859
C -2.187 -0.590 -1.246
C -2.630 -1.608 -2.077
C -3.379 -2.636 -1.526
C -3.662 -2.654 -0.167
C -3.223 -1.631 0.660
C -2.483 -0.590 0.110
N -2.020 0.475 0.919
H 2.194 1.311 2.555
H -0.173 0.765 2.886
H 1.595 1.336 -1.670
H -2.390 -1.592 -3.128
H -3.738 -3.461 -2.123
H -4.228 -3.477 0.243
H -3.439 -1.659 1.718
H -2.309 0.385 1.881
*
```

Formula: C14H8N2O8Zn
Source: the OMol25 dataset
Level of theory: ωB97M-V/def2-TZVPD

As for the HOMO energy: -9.39 eV. The LUMO energy comes out at -0.67 eV.

Structure (ORCA input):
```
! wB97M-V def2-TZVPD RIJCOSX def2/J DEFGRID3
* xyz 0 1
Zn -0.459 0.096 0.397
O 3.713 1.752 0.494
C 2.515 1.174 0.468
O 1.697 1.374 -0.396
C 2.274 0.255 1.621
C 3.192 -0.001 2.620
C 2.822 -0.878 3.637
C 1.576 -1.473 3.614
C 0.707 -1.162 2.575
N 1.064 -0.313 1.621
C -0.708 -1.770 2.423
O -1.041 -2.604 3.246
O -1.368 -1.305 1.434
H 3.791 2.352 -0.258
H 4.162 0.473 2.594
H 3.515 -1.080 4.443
H 1.255 -2.170 4.375
O -0.454 -2.430 -3.315
C -0.433 -1.607 -2.270
O 0.260 -1.781 -1.298
C -1.362 -0.445 -2.410
C -2.161 -0.213 -3.513
C -2.982 0.911 -3.499
C -2.967 1.762 -2.411
C -2.135 1.460 -1.338
N -1.370 0.376 -1.356
C -2.011 2.335 -0.069
O -2.650 3.372 -0.050
O -1.240 1.848 0.824
H 0.142 -3.171 -3.146
H -2.134 -0.895 -4.350
H -3.634 1.104 -4.340
H -3.576 2.653 -2.366
*
```

Formula: C14H9BrF6FeN6O6S4
Source: the OMol25 dataset
Level of theory: ωB97M-V/def2-TZVPD

As for the HOMO energy (alpha / beta): -8.63 / -8.62 eV. The energy relative to the best compared isomer or geometry (same formula, charge and spin) is 4.4 kcal per mole. The LUMO energy (alpha / beta) comes out at -0.01 / -0.04 eV.

Structure (ORCA input):
```
! wB97M-V def2-TZVPD RIJCOSX def2/J DEFGRID3
* xyz 0 5
Fe 0.085 0.207 -0.189
F -3.168 0.661 4.106
C -2.981 0.586 2.797
F -2.609 -0.654 2.474
F -4.134 0.851 2.176
S -1.711 1.804 2.241
O -1.488 1.401 0.852
O -2.302 3.076 2.463
N -0.481 1.573 3.169
S 0.723 0.593 2.949
O 1.983 1.234 3.089
O 0.547 -0.314 1.813
C 0.568 -0.539 4.393
F 1.534 -1.450 4.326
F 0.687 0.147 5.520
F -0.611 -1.157 4.379
N -3.423 0.047 -0.849
C -2.720 -1.093 -0.972
N -1.417 -1.171 -0.823
C -0.957 -2.460 -1.067
C -1.907 -3.355 -1.398
S -3.460 -2.593 -1.411
C 0.488 -2.659 -0.935
C 1.178 -3.816 -0.900
S 2.865 -3.483 -0.719
C 2.522 -1.782 -0.678
N 1.242 -1.507 -0.797
N 3.465 -0.843 -0.538
H -2.964 0.818 -0.380
H -4.424 0.001 -0.780
H -1.794 -4.396 -1.645
H 0.806 -4.824 -0.941
H 4.429 -1.127 -0.523
H 3.247 0.084 -0.935
Br 3.303 5.446 -5.634
C 2.124 4.852 -4.281
C 0.964 5.570 -4.020
N 0.095 5.209 -3.083
C 0.360 4.114 -2.377
C 1.494 3.335 -2.575
C 2.402 3.715 -3.552
C 1.749 2.098 -1.763
O 2.775 1.449 -1.952
O 0.844 1.820 -0.888
H 0.736 6.464 -4.588
H -0.355 3.836 -1.613
H 3.293 3.125 -3.721
*
```

Formula: C14H9Cl5CoEuI2O4S
Source: the OMol25 dataset
Level of theory: ωB97M-V/def2-TZVPD

As for the HOMO energy (alpha / beta): -20.37 / -20.22 eV. The LUMO energy (alpha / beta) comes out at -14.05 / -17.54 eV.

Structure (ORCA input):
```
! wB97M-V def2-TZVPD RIJCOSX def2/J DEFGRID3
* xyz 4 11
I -2.748 -2.887 -1.836
I 1.150 -3.048 1.429
Co 1.586 -0.775 0.742
Eu -1.431 -1.292 0.154
S 1.191 -1.477 -1.263
C -2.203 0.350 -2.356
C -2.827 1.286 -0.100
C 1.602 -0.462 -2.822
C 3.120 -0.581 -3.020
C 1.182 0.985 -2.664
C 0.838 -1.212 -3.920
C 0.745 0.818 0.827
C 2.956 0.261 0.387
O -3.526 2.188 0.016
O -2.658 0.968 -3.207
O 0.563 1.957 1.043
O 3.672 1.107 0.016
H 3.396 -0.240 -4.033
H 3.459 -1.623 -2.893
H 3.664 0.048 -2.298
H 1.314 1.511 -3.618
H 1.808 1.482 -1.919
H 0.133 1.063 -2.382
H 1.068 -0.824 -4.918
H -0.243 -1.144 -3.767
H 1.115 -2.274 -3.904
Cl -3.835 -0.804 1.913
C -2.606 -0.270 3.075
C -1.266 -0.304 2.755
C -0.292 0.111 3.624
Cl 1.443 -0.093 3.324
C -0.656 0.723 4.850
Cl 0.525 1.255 5.952
C -2.034 0.829 5.176
Cl -2.493 1.614 6.615
C -3.025 0.297 4.312
Cl -4.689 0.456 4.713
*
```

Formula: C14H9F3N2
Source: the OMol25 dataset
Level of theory: ωB97M-V/def2-TZVPD

Its SMILES is N#CN[C@@H](c1cccc(F)c1)c1cc(F)cc(F)c1. As for the HOMO energy: -9.59 eV. The energy relative to the best compared isomer or geometry (same formula, charge and spin) is 3.8 kcal per mole. The LUMO energy comes out at 0.20 eV.

Structure (ORCA input):
```
! wB97M-V def2-TZVPD RIJCOSX def2/J DEFGRID3
* xyz 0 1
N -0.762 3.835 -1.029
C -0.197 2.818 -1.267
N 0.347 1.607 -1.454
C -0.374 0.447 -0.691
C 0.314 -0.884 -1.052
C 0.413 -0.994 -2.445
C 1.087 -2.051 -3.056
C 1.682 -3.047 -2.302
C 1.602 -2.926 -0.924
F 2.134 -3.935 -0.150
C 0.955 -1.866 -0.266
C -0.577 0.677 0.899
C 0.002 0.060 2.053
C -0.448 0.445 3.332
F -0.069 -0.328 4.413
C -1.301 1.505 3.578
C -1.713 2.179 2.440
F -2.465 3.307 2.618
C -1.415 1.755 1.157
H 0.535 1.501 -2.493
H -1.362 0.413 -1.124
H -0.009 -0.206 -3.061
H 1.140 -2.077 -4.139
H 2.086 -3.936 -2.762
H 1.015 -1.801 0.829
H 0.853 -0.618 1.994
H -1.675 1.747 4.553
H -1.797 2.372 0.350
*
```

Formula: C14H9F3N2OS
Source: the OMol25 dataset
Level of theory: ωB97M-V/def2-TZVPD

Its SMILES is O[C@@H](c1ccccc1)c1nc(C(F)(F)F)nc2ccsc12. As for the HOMO energy: -9.26 eV. The LUMO energy comes out at -0.04 eV.

Structure (ORCA input):
```
! wB97M-V def2-TZVPD RIJCOSX def2/J DEFGRID3
* xyz 0 1
O 1.907 -1.774 -1.128
C 1.489 -0.540 -0.522
C 0.988 0.335 -1.687
C -0.032 -0.232 -2.462
C -0.635 0.553 -3.501
C -0.207 1.861 -3.639
C 0.776 2.479 -2.860
C 1.317 1.684 -1.784
C 0.581 -0.521 0.682
N 0.538 0.579 1.347
C -0.236 0.729 2.465
C -0.248 2.031 3.343
F -1.443 2.014 4.118
F -0.400 3.175 2.678
F 0.874 2.141 4.117
N -1.053 -0.219 2.833
C -1.107 -1.375 2.189
C -1.764 -2.624 2.551
C -1.546 -3.637 1.587
S -0.415 -3.098 0.356
C -0.261 -1.547 1.149
H 2.326 -1.605 -2.009
H 2.467 -0.111 -0.157
H -0.378 -1.298 -2.368
H -1.508 0.342 -4.125
H -0.538 2.483 -4.354
H 0.992 3.465 -2.842
H 1.952 2.088 -0.975
H -2.291 -2.707 3.426
H -2.145 -4.670 1.571
*
```